Formula: C44H55ClNO9P3STi
Source: the OMol25 dataset
Level of theory: wB97M-V/def2-TZVPD

Structure (XYZ):
```
115
C44H55ClNO9P3STi | the OMol25 dataset | wB97M-V/def2-TZVPD
Ti -0.75 -0.62 0.00
O -2.58 2.19 1.45
S -1.24 1.88 1.87
O -1.01 1.03 3.03
O -0.50 1.21 0.72
C -0.44 3.46 1.97
C -1.32 4.54 1.91
C -0.85 5.81 2.17
C 0.47 6.01 2.51
C 1.31 4.91 2.58
C 0.91 3.60 2.27
P 2.07 2.21 2.22
C 3.53 3.11 1.46
C 3.35 4.03 0.43
C 4.41 4.59 -0.26
C 5.71 4.16 0.03
C 5.89 3.21 1.00
C 4.85 2.69 1.74
C 2.54 1.95 3.98
C 1.90 0.83 4.56
C 2.06 0.50 5.90
C 2.89 1.26 6.69
C 3.59 2.35 6.12
C 3.44 2.71 4.77
H -2.35 4.42 1.61
H -1.53 6.64 2.19
H 0.81 7.00 2.75
H 2.35 5.04 2.83
H 2.34 4.42 0.24
H 4.20 5.34 -0.98
H 6.55 4.47 -0.58
H 6.92 2.88 1.15
H 5.09 2.00 2.57
H 1.18 0.34 3.92
H 1.56 -0.36 6.37
H 2.92 1.10 7.75
H 4.29 2.97 6.69
H 3.98 3.54 4.33
C 1.58 -3.21 1.73
P 1.73 -1.75 0.65
C 3.24 -0.89 1.25
C 2.29 -2.49 -0.97
C 2.06 -1.58 -2.22
P 1.05 -0.08 -1.94
C 2.16 1.26 -1.41
C 0.71 0.36 -3.70
H 1.57 -2.94 2.79
H 2.46 -3.84 1.57
H 0.64 -3.69 1.49
H 4.04 -1.62 1.20
H 3.19 -0.46 2.25
H 3.46 -0.09 0.50
H 1.70 -3.40 -1.07
H 3.34 -2.75 -0.89
H 1.49 -2.15 -2.98
H 3.00 -1.28 -2.67
H 3.18 1.01 -1.61
H 2.05 1.38 -0.30
H 1.87 2.20 -1.93
H 0.38 1.40 -3.80
H -0.06 -0.32 -4.11
H 1.59 0.19 -4.33
C -3.70 -0.44 -1.23
O -2.52 0.41 -1.34
C -2.81 1.59 -2.19
C -2.02 2.86 -1.80
O -0.68 2.87 -2.24
C 0.03 4.11 -2.10
H -4.40 0.05 -0.55
H -3.41 -1.39 -0.88
H -4.09 -0.53 -2.23
H -3.81 1.82 -2.01
H -2.66 1.24 -3.22
H -2.09 2.95 -0.71
H -2.58 3.69 -2.25
H -0.35 4.69 -1.25
H -0.06 4.65 -3.02
H 1.09 3.90 -1.95
C -4.16 -5.33 -1.95
O -3.15 -4.55 -2.57
C -3.58 -3.49 -3.28
C -4.93 -3.19 -3.49
C -5.32 -2.03 -4.15
C -4.34 -1.27 -4.75
C -2.98 -1.57 -4.59
C -2.61 -2.68 -3.86
N -1.18 -2.88 -3.71
C -0.50 -3.91 -3.07
C -0.68 -4.36 -1.72
C -0.42 -5.72 -1.41
C -0.63 -6.24 -0.19
C -1.28 -5.47 0.76
C -1.62 -4.14 0.49
C -1.21 -3.57 -0.71
O -1.14 -2.20 -0.80
H -3.66 -6.14 -1.44
H -4.90 -5.75 -2.66
H -4.69 -4.76 -1.19
H -5.74 -3.79 -3.15
H -6.35 -1.83 -4.38
H -4.61 -0.41 -5.32
H -2.24 -0.94 -5.06
H -0.66 -2.52 -4.49
H 0.32 -4.38 -3.63
H 0.00 -6.33 -2.23
H -0.32 -7.25 0.08
H -1.54 -5.85 1.72
H -2.07 -3.48 1.22
Cl -3.77 -2.75 3.00
C -2.72 -1.35 3.34
C -1.95 -1.11 2.08
O -2.52 -0.60 1.08
O -0.70 -1.31 1.89
H -2.02 -1.51 4.19
H -3.34 -0.45 3.51
```

Output
Lowest unoccupied orbital energy (spin up / spin down) in eV: -2.9 / -2.9
HOMO energy (spin up / spin down) in eV: -8.6 / -10.4
Orbital gap (spin up / spin down) in eV: 5.759 / 7.551
Electronic energy in eV: -140773.3701
Relative energy (zero: lowest compared OMol25 entry of this formula, charge and spin) in kJ/mol: 16.3
Total charge: +1
Spin multiplicity: 2